Record 1
Below is a 2-piece molecular cluster, C5H10O2 overall at a distorted geometry, with properties calculated with ωB97M-V/def2-TZVPD.

The HOMO energy (spin up / spin down) is -7.628 / -7.207 eV. As for the LUMO energy (spin up / spin down): 0.006 / 0.014 Eh. For the energy above the lowest of the compared OMol25 structures with the same formula, charge and spin, the calculation gives 5.530 eV. As for the net charge: 0.

```
17
C5H10O2 ωB97M-V/def2-TZVPD
C 2.32 -0.31 -0.30
C 1.20 0.66 -0.07
O 0.58 1.19 -1.00
C -2.02 1.07 0.05
C -1.48 0.03 0.79
C -0.47 -0.95 0.25
O -0.52 -1.27 -1.05
H 3.22 0.27 -0.51
H 2.10 -0.95 -1.16
H 2.52 -0.90 0.59
H 1.17 1.12 0.93
H -2.27 1.02 -0.99
H -2.38 1.93 0.60
H -1.37 0.19 1.86
H -2.05 -0.96 0.65
H -0.16 -1.76 0.89
H -0.36 -0.43 -1.53
```

=====

Record 2
Below is one molecule with the formula C2HP at a distorted geometry, with properties calculated with ωB97M-V/def2-TZVPD.

The HOMO energy (spin up / spin down) is -9.125 / -9.152 eV. As for the LUMO energy (spin up / spin down): -0.074 / -0.077 Eh. For the energy above the lowest of the compared OMol25 structures with the same formula, charge and spin, the calculation gives 3.863 eV. As for the net charge: 0.

```
4
C2HP ωB97M-V/def2-TZVPD
C -0.44 0.24 -0.53
C -3.19 -0.66 -0.07
P -1.93 0.36 0.09
H 0.44 0.81 -0.81
```

=====

It is found that the E values, taken in the order of the records, are -9437.51350; -11370.22195 eV.